# 1
Here is the molecule C17H21ClN2O4S2 in a non-equilibrium geometry from the Open Molecules 2025 dataset. Energies are from ωB97M-V/def2-TZVPD.

Summary:
charge	0
highest occupied orbital energy	-8.8836	eV
structure (SMILES)	CCN(CC)S(=O)(=O)c1cc(NS(=O)(=O)c2cccc(Cl)c2)ccc1C
energy	-2327.4187	hartree
gap between HOMO and LUMO	9.1	eV

Last column: natural (NBO) charge in e.
Geometry (Å):
1 H -0.7836 -0.9506 2.4595  0.192
2 H -2.7458 -2.2194 3.3371  0.201
3 H 0.8324 4.4075 -0.5513  0.215
4 C 2.6789 -0.3340 -2.3857  -0.188
5 C -0.1913 1.2801 0.1807  -0.195
6 H 1.7153 -1.7060 1.0850  0.255
7 H 2.9502 0.0535 -3.3556  0.225
8 C 0.2268 3.5132 -0.5566  -0.231
9 S -2.0419 -0.4312 -0.5767  2.346
10 C -1.7268 2.3148 -1.3711  -0.005
11 H -4.7672 -1.2425 2.1368  0.206
12 H -1.3849 -3.3036 3.0430  0.218
13 O 1.7452 0.3585 2.4626  -0.928
14 C -1.3897 -1.5661 1.7788  -0.225
15 H -3.6410 3.0896 -1.8926  0.219
16 O -1.0132 -1.3145 -1.0526  -0.953
17 O -3.3062 -0.4604 -1.2570  -0.945
18 N -2.3026 -0.7483 1.0171  -0.703
19 C -4.6461 -0.2987 1.6133  -0.616
20 C 2.8252 0.4596 -1.2586  -0.226
21 H -4.9222 -0.4402 0.5724  0.234
22 H -2.6786 2.5489 -3.2625  0.220
23 H 0.0657 0.4249 0.7775  0.231
24 H -0.7365 -2.0296 1.0387  0.236
25 N 1.7804 2.4012 0.9492  -0.846
26 C 1.9805 -1.3417 0.1055  -0.245
27 C -2.1143 -2.6538 2.5663  -0.612
28 H -3.4465 1.3566 -2.2020  0.264
29 C 1.8293 -2.1221 -1.0316  -0.016
30 O 3.8701 1.3670 1.7352  -0.926
31 H 3.2112 1.4641 -1.3275  0.228
32 H 2.4009 3.1888 0.8566  0.425
33 C -3.1967 0.1726 1.6815  -0.223
34 H -2.7319 -3.2468 1.8973  0.216
35 H 2.0376 -2.2289 -3.1571  0.234
36 C 2.1729 -1.6179 -2.2787  -0.199
37 H -3.1105 1.1471 1.1849  0.202
38 C -2.9495 2.3194 -2.2331  -0.654
39 Cl 1.1993 -3.7016 -0.8915  0.042
40 H -1.2217 4.3245 -1.8857  0.217
41 C 2.4615 -0.0565 -0.0311  -0.238
42 C 0.6165 2.4086 0.2015  0.133
43 C -0.9285 3.4599 -1.3082  -0.176
44 C -1.3261 1.2292 -0.6054  -0.326
45 H -2.8727 0.2921 2.7190  0.207
46 S 2.5279 0.9732 1.4350  2.305
47 H -5.3020 0.4428 2.0630  0.207

Cartesian forces, eV/Å:
-0.031 -0.011 -0.117
-0.098 -0.009 0.119
0.069 0.128 -0.012
0.045 0.138 0.130
0.125 0.344 0.110
-0.110 -0.120 0.048
0.022 0.037 -0.075
0.109 -0.117 0.123
-0.070 -0.304 -0.096
-0.165 -0.043 -0.024
-0.041 -0.110 0.069
0.046 -0.063 0.098
-0.219 -0.176 -0.269
0.370 -0.452 0.136
-0.072 0.046 -0.011
-0.008 0.070 0.233
0.024 0.297 0.251
0.246 0.271 -1.030
0.171 0.148 0.061
0.104 0.050 -0.142
-0.099 -0.010 -0.023
-0.020 0.022 -0.087
-0.004 -0.105 0.121
0.125 -0.037 0.215
0.702 -0.573 0.421
-0.034 -0.181 -0.012
0.121 0.249 -0.184
-0.091 0.166 -0.133
0.354 0.589 -0.034
0.076 0.044 -0.234
0.022 0.139 -0.079
0.242 -0.077 0.048
-0.671 0.172 0.025
-0.071 -0.086 -0.042
-0.029 -0.071 -0.061
-0.058 -0.118 0.176
-0.033 0.053 0.249
-0.132 -0.018 -0.099
-0.172 -0.519 0.065
-0.031 0.085 -0.060
0.011 0.225 0.475
-0.954 -0.350 -0.304
0.067 -0.187 0.091
-0.088 -0.342 -0.011
0.102 0.039 -0.100
0.275 0.714 -0.084
-0.125 0.053 0.061

---

# 2
Here is the molecule C17H21FN2O2S in a non-equilibrium geometry from the Open Molecules 2025 dataset. Energies are from ωB97M-V/def2-TZVPD.

Summary:
charge	0
highest occupied orbital energy	-8.3349	eV
structure (SMILES)	O=C(NC1CCCCC1)N1OC[C@H]2CSc3ccc(F)cc3[C@H]21
energy	-1418.3065	hartree
gap between HOMO and LUMO	8.8	eV

Last column: natural (NBO) charge in e.
Geometry (Å):
1 H -6.1276 1.0790 2.2902  0.232
2 H 2.7992 -0.7464 0.1782  0.223
3 N 0.9678 -1.0301 -0.8188  -0.647
4 C -3.1402 -1.3180 1.9293  -0.230
5 C 3.0835 -2.1196 -1.3402  -0.385
6 H 5.9682 -0.5282 -2.1719  0.212
7 H 2.6045 -2.4131 -2.4116  0.174
8 N -0.8664 -0.1530 0.2849  -0.178
9 O -1.3301 0.4206 -0.9352  -0.384
10 C -3.9061 0.9456 2.0247  -0.167
11 C -4.3702 -1.8085 1.9588  0.352
12 C -1.3295 0.6040 1.4500  -0.061
13 H 4.7622 -1.0108 -3.4285  0.186
14 C 4.5451 -1.8738 -1.5080  -0.404
15 H 0.5101 -0.9799 -1.7283  0.402
16 C 2.6785 0.2840 -1.8558  -0.416
17 F -4.5808 -3.1566 2.1228  -0.325
18 S -3.8725 2.7257 2.0593  0.263
19 C -2.1259 3.0088 1.6723  -0.537
20 H -0.3844 2.4530 0.7109  0.221
21 C 2.3599 -0.8801 -0.8685  -0.043
22 C 4.0361 0.5698 -2.1091  -0.393
23 C 0.1921 -1.0074 0.3405  0.774
24 H -6.4548 -1.1294 2.2022  0.226
25 H 2.1912 0.1186 -2.7918  0.192
26 H -1.4084 2.5382 -1.4284  0.208
27 H -2.2713 -1.9681 1.8140  0.239
28 H 4.9485 -1.5839 -0.4827  0.184
29 C 4.9360 -0.6891 -2.3775  -0.388
30 C -2.7748 0.1192 1.8444  -0.057
31 C -1.8686 1.7678 -0.6953  -0.088
32 C -5.2202 0.4454 2.2101  -0.226
33 H 4.9997 -2.7358 -1.8793  0.213
34 H 4.4547 1.0090 -1.1601  0.188
35 C -5.4248 -0.9006 2.1891  -0.236
36 H -1.9733 4.0294 1.1601  0.236
37 H -0.5700 0.8225 2.2454  0.267
38 H 2.8878 -2.9139 -0.5718  0.224
39 H 4.1349 1.3118 -2.8928  0.213
40 C -1.3864 2.0375 0.7711  -0.238
41 H -1.6344 3.0693 2.5864  0.218
42 O 0.7124 -1.1752 1.4598  -0.659
43 H -3.0036 1.6891 -0.7374  0.204
44 H 2.2519 1.0730 -1.3117  0.212

Cartesian forces, eV/Å:
1.062 -0.146 0.018
-0.903 0.562 -1.197
-2.765 -1.157 -0.322
4.453 2.166 -1.388
-1.856 -1.302 -1.761
0.826 0.550 -0.355
0.949 0.279 2.335
-1.574 -0.089 1.048
0.144 0.237 -0.373
0.824 0.795 0.075
-2.014 -0.133 1.942
-0.997 1.352 -1.260
0.460 0.324 0.329
0.178 2.072 2.130
-0.072 0.166 0.665
-2.657 -1.732 1.703
0.062 0.998 -0.579
0.394 -0.246 -0.629
-0.424 1.819 -2.551
0.344 -0.347 0.032
2.654 -0.427 0.337
5.031 0.015 1.327
3.725 3.577 0.685
-0.851 -1.139 0.251
-0.986 -0.292 -0.569
-0.900 -1.541 1.030
-0.333 -0.208 0.158
-0.250 -0.863 -0.870
-2.231 -0.146 -1.211
-2.112 -1.184 0.607
0.138 -0.039 1.140
0.569 -0.119 -0.299
1.081 -1.457 -0.268
-0.107 -0.021 -0.828
-0.124 -0.096 -0.784
-0.777 -1.227 0.973
-0.733 -1.471 -0.523
0.141 0.308 -1.020
0.253 0.147 -0.144
-1.138 -0.856 -0.080
1.105 0.077 1.603
-1.022 -1.244 -1.176
1.434 0.319 -0.217
-1.003 1.719 0.017

---

# 3
Here is the molecule C17H21FN4OS2 in a non-equilibrium geometry from the Open Molecules 2025 dataset. Energies are from ωB97M-V/def2-TZVPD.

Summary:
charge	0
highest occupied orbital energy	-7.7290	eV
structure (SMILES)	COCCNC(=S)N1CCN(c2nc(-c3ccc(F)cc3)cs2)CC1
energy	-1850.9067	hartree
gap between HOMO and LUMO	8.2	eV

Last column: natural (NBO) charge in e.
Geometry (Å):
1 H 5.5129 -0.2934 -1.7104  0.182
2 C -7.3256 -0.6383 -0.5155  0.402
3 H 2.4930 -1.3937 1.6156  0.259
4 H 0.9027 -1.9326 1.0087  0.200
5 H -0.1465 -0.7392 -0.7640  0.213
6 C 2.9320 0.2872 -0.2193  0.305
7 H 0.6322 -0.7238 3.1843  0.219
8 H -4.1641 0.5064 -0.5525  0.233
9 H 0.3812 1.9169 0.6687  0.205
10 C -6.0901 -1.5499 1.3049  -0.157
11 H -8.1574 -1.9881 0.9143  0.229
12 N -0.4188 0.3219 1.7142  -0.431
13 H -1.2111 1.3373 0.0963  0.246
14 H 1.4635 0.6866 2.4934  0.222
15 C -3.6922 -0.9310 1.6092  0.140
16 S -1.7903 -1.4903 3.2282  0.331
17 N -2.6284 -0.1943 1.1606  -0.542
18 N 1.7367 -0.3294 0.0004  -0.439
19 N 3.0739 0.9821 -1.3788  -0.605
20 C 5.2447 0.4693 -2.4556  -0.073
21 C -1.5759 -0.3572 1.8831  0.298
22 H 8.2718 1.6389 -2.7322  0.193
23 C 4.3464 1.5279 -1.7853  -0.257
24 C -3.4248 -1.6904 2.7098  -0.461
25 C 1.5273 -1.0623 1.2340  -0.243
26 H 7.0889 2.3253 -1.5942  0.165
27 H -4.0645 -2.3530 3.2536  0.236
28 C 7.3848 1.4233 -2.1395  -0.251
29 C 0.8240 -0.1712 2.2648  -0.226
30 C -6.2214 0.0728 -0.9494  -0.285
31 O 6.3933 1.0103 -3.0517  -0.534
32 H 2.4554 0.7456 -2.1408  0.387
33 C -4.9579 -0.8466 0.8927  -0.086
34 H 4.6935 -0.0101 -3.2713  0.176
35 S 4.1729 0.1983 0.8753  -0.280
36 H 0.6271 0.6882 -1.4814  0.207
37 C -0.2334 1.0339 0.4684  -0.231
38 C -5.0421 -0.0362 -0.2407  -0.159
39 H -6.2958 0.6969 -1.8261  0.229
40 F -8.4840 -0.5388 -1.2026  -0.326
41 H -6.0487 -2.1798 2.1792  0.210
42 H 4.8368 1.9194 -0.8920  0.236
43 C -7.2759 -1.4492 0.6043  -0.284
44 H 4.1633 2.3452 -2.4872  0.202
45 C 0.4804 0.1344 -0.5561  -0.228
46 H 7.6101 0.6308 -1.4176  0.171

Cartesian forces, eV/Å:
-0.072 0.053 -0.088
0.140 0.025 0.029
-0.197 -0.029 -0.079
-0.025 0.036 0.010
0.021 0.098 -0.070
-0.057 -0.068 -0.034
0.071 0.066 0.021
0.044 0.043 -0.033
-0.036 -0.015 -0.054
0.177 0.173 -0.149
-0.097 -0.040 0.008
0.212 0.341 -0.030
0.122 0.053 0.004
-0.002 -0.108 0.054
0.398 -0.568 0.907
-0.051 0.346 -0.533
0.013 0.348 -0.574
0.180 0.059 -0.172
-0.393 -0.269 -0.135
-0.291 -0.035 0.136
-0.125 -0.565 0.865
0.033 0.030 0.093
0.562 0.105 -0.225
-0.015 0.200 -0.229
0.060 -0.186 0.505
0.038 -0.016 0.019
-0.217 -0.155 0.066
0.020 0.008 0.028
0.280 -0.270 -0.088
-0.343 -0.088 -0.047
-0.017 0.117 -0.185
-0.043 0.029 0.128
-0.398 0.083 -0.299
-0.020 -0.002 0.114
0.593 0.032 0.505
-0.036 -0.076 0.019
-0.035 0.054 -0.390
0.016 -0.148 0.206
-0.033 0.052 -0.086
0.098 -0.013 0.068
-0.004 -0.074 0.101
-0.086 0.054 -0.184
-0.158 0.054 -0.152
0.026 -0.034 0.019
-0.367 0.285 -0.076
0.013 0.014 0.005

---

# 4
Here is a structure of composition C17H21IN5ORuS2Te from the Open Molecules 2025 dataset. Energies are from ωB97M-V/def2-TZVPD.

Summary:
energy above the lowest of the compared OMol25 structures with the same formula, charge and spin	0.000	eV
charge	+3
highest occupied orbital energy (spin up / spin down)	-16.2491 / -16.2491	eV
energy	-2465.5046	hartree
gap between HOMO and LUMO (spin up / spin down)	4.5 / 4.5	eV

Last column: natural (NBO) charge in e.
Geometry (Å):
1 N 3.1222 1.8502 -1.5397  -0.781
2 C 0.2222 -1.4123 -2.2001  -0.635
3 C -0.0846 2.8002 1.8437  0.072
4 C 0.9160 -4.2992 4.1145  -0.667
5 C 2.8841 -1.0554 3.2344  0.004
6 H 4.6908 -0.4160 4.1540  0.246
7 H 0.0850 -1.2797 -3.2710  0.289
8 C 1.6752 -1.3196 -1.7995  0.683
9 N 1.4753 2.1520 0.1210  -0.578
10 H 0.9961 -4.9223 3.2206  0.253
11 C 3.0219 -3.2777 4.9488  -0.237
12 H -0.7915 4.5964 2.8777  0.287
13 H -2.7595 -0.1803 3.3876  0.444
14 N -0.3772 1.4376 1.8710  -0.461
15 C 1.8662 -2.0743 3.2131  -0.299
16 C 4.0138 -2.2866 4.9833  0.225
17 C 1.3706 4.4224 0.5613  -0.406
18 H 3.1043 -4.1171 5.6275  0.255
19 H 1.7888 0.5611 2.3527  0.227
20 H 5.0659 -3.2188 6.6088  0.256
21 H 3.4370 0.9513 2.6639  0.287
22 N -1.9722 -0.0610 2.7648  -0.787
23 C 1.9443 -3.2079 4.0993  0.059
24 O 2.0647 -0.7997 -0.7240  -0.663
25 S 2.5514 4.3322 -0.6862  0.532
26 H -0.1814 -2.3814 -1.9076  0.285
27 C -0.8275 3.5344 2.6959  -0.379
28 H 3.8351 2.2601 -2.1196  0.435
29 H 1.0884 5.3721 0.9852  0.282
30 H -0.1002 -3.9118 4.1683  0.236
31 H 3.1055 0.8503 -1.4266  0.412
32 I -0.9407 0.0830 -1.2254  0.564
33 C 0.9148 3.1963 0.8664  0.157
34 H 1.0674 -4.9462 4.9753  0.267
35 C 2.8312 0.1220 2.3005  -0.623
36 N 2.5424 -1.8599 -2.6318  -0.720
37 C 3.9193 -1.1751 4.1116  -0.226
38 H 3.5205 -1.9111 -2.3808  0.441
39 H 3.1973 -0.1253 1.3031  0.271
40 C -1.4054 1.1782 2.6580  0.231
41 C 2.3802 2.6171 -0.7248  0.275
42 Te 0.3221 -1.9270 1.9605  0.992
43 C 5.1617 -2.3869 5.9171  -0.674
44 H 5.2812 -1.4561 6.4764  0.269
45 H 6.0848 -2.5139 5.3415  0.277
46 H -2.0158 -0.6086 1.9181  0.405
47 H 2.2627 -2.2758 -3.5081  0.441
48 Ru 0.8404 0.2140 0.7298  0.204
49 S -1.9689 2.5469 3.5158  0.574

Cartesian forces, eV/Å:
-0.093 -0.066 -0.066
0.001 0.012 0.003
-0.016 -0.039 0.018
0.036 -0.038 0.015
-0.072 -0.058 -0.070
0.001 0.010 -0.003
-0.012 -0.004 0.004
-0.008 -0.016 0.051
-0.026 0.008 0.003
-0.002 0.009 0.002
0.032 0.008 0.024
0.003 0.000 0.015
0.008 -0.001 -0.014
-0.098 -0.176 -0.109
0.136 0.136 -0.006
-0.001 -0.041 0.031
-0.008 0.042 -0.005
0.006 -0.003 -0.007
0.139 0.044 -0.095
-0.002 0.003 0.000
-0.003 0.028 -0.037
0.559 -0.357 0.080
-0.042 0.019 0.036
0.042 0.048 -0.081
0.035 -0.037 -0.021
0.002 0.004 0.010
0.004 0.045 0.067
0.007 0.001 0.009
-0.006 0.007 -0.005
-0.037 0.009 0.014
0.044 0.092 0.036
0.111 -0.043 0.047
0.036 -0.003 0.042
0.001 0.003 -0.015
-0.152 0.019 0.089
0.013 -0.001 -0.013
0.011 -0.017 -0.007
0.018 -0.009 -0.002
0.034 -0.081 0.000
-0.060 0.172 0.005
0.043 0.027 0.010
-0.191 -0.221 0.039
-0.006 0.003 -0.011
-0.005 0.001 0.007
0.005 -0.008 -0.003
-0.430 0.266 -0.053
-0.002 -0.003 -0.002
0.015 0.194 0.049
-0.069 0.009 -0.083

---

# 5
Here is a structure of composition C17H21MoN2O3S3 in a non-equilibrium geometry from the Open Molecules 2025 dataset. Energies are from ωB97M-V/def2-TZVPD.

Summary:
spin multiplicity	3
charge	+1
highest occupied orbital energy (spin up / spin down)	-10.8762 / -11.1369	eV
energy	-2258.1769	hartree
gap between HOMO and LUMO (spin up / spin down)	5.4 / 6.7	eV

Last column: natural (NBO) charge in e.
Geometry (Å):
1 C 6.8058 4.5910 9.6992  -0.182
2 H 11.9512 5.8998 13.9973  0.217
3 H 11.8353 7.8807 12.9633  0.228
4 Mo 12.2069 5.3908 9.8438  0.958
5 H 5.9074 3.9905 9.7085  0.242
6 H 10.1303 8.5188 11.2315  0.233
7 H 7.9806 7.8137 9.4930  0.229
8 C 6.7722 5.9915 9.5873  -0.171
9 H 9.8015 6.9783 12.0519  0.232
10 H 12.5324 8.2193 11.3271  0.241
11 N 10.4422 6.8274 9.9910  -0.506
12 C 15.7521 6.7152 13.9092  -0.186
13 C 7.9837 6.7216 9.6169  -0.250
14 H 17.6888 5.8145 13.5063  0.241
15 H 16.8526 4.7254 11.3613  0.236
16 C 13.9643 6.1942 12.3081  0.166
17 S 14.4586 4.4283 10.1361  0.102
18 C 9.2186 6.0725 9.8230  0.202
19 H 16.0471 7.2055 14.8576  0.236
20 N 12.5413 6.1638 11.9456  -0.478
21 H 11.4860 8.3748 8.9016  0.248
22 S 13.1815 5.8826 7.2738  2.336
23 O 14.5171 5.5322 6.8616  -0.897
24 H 12.3791 4.3921 13.1318  0.247
25 H 10.8060 5.2174 12.7758  0.212
26 H 8.1067 2.9044 10.0905  0.236
27 C 16.6515 5.9388 13.1722  -0.182
28 O 13.1392 7.0021 8.2973  -0.932
29 H 11.2743 6.3471 5.9126  0.243
30 C 14.4108 6.8503 13.4400  -0.259
31 C 11.8746 5.3677 13.0316  -0.418
32 C 10.4872 7.4844 11.3607  -0.234
33 H 12.6540 7.5588 5.7008  0.262
34 S 10.7616 3.7513 10.1799  0.287
35 C 14.8696 5.4230 11.5252  -0.227
36 H 13.6991 7.4597 14.0067  0.217
37 C 10.4949 7.8892 8.9228  -0.425
38 C 12.3745 6.4803 5.8273  -0.902
39 C 9.2465 4.6728 9.9318  -0.254
40 H 9.7361 8.6844 9.0960  0.205
41 H 5.8215 6.5275 9.4639  0.242
42 H 10.3249 7.4062 7.9546  0.226
43 H 12.7861 5.9124 4.9705  0.280
44 C 11.9150 7.5141 11.9164  -0.252
45 C 16.1943 5.3349 11.9802  -0.193
46 O 12.3161 4.6741 7.6560  -0.884
47 C 8.0571 3.9627 9.9102  -0.172

Cartesian forces, eV/Å:
1.312 0.558 0.539
0.031 -0.128 -0.493
0.188 0.078 -0.653
2.323 -0.209 -0.691
-0.030 0.091 -0.077
0.098 -0.314 0.262
-0.225 -0.647 0.168
0.559 -0.158 -0.249
0.172 -0.015 -0.380
-0.080 -0.502 0.318
0.053 0.539 -0.279
-0.771 0.093 -0.245
0.073 -0.408 0.216
-0.527 0.010 -0.226
0.086 0.185 0.317
1.271 -0.528 -0.947
-1.863 0.705 -0.055
-1.439 -0.326 -0.026
-0.210 -0.334 -0.823
-0.335 0.057 -0.203
-0.532 -0.352 0.122
1.517 -0.296 -2.362
-0.895 0.145 0.715
-0.279 0.446 -0.186
0.682 -0.022 0.229
-0.110 -0.337 -0.153
-0.685 0.109 -0.474
-1.082 -2.488 0.737
0.788 0.163 -0.100
0.703 0.123 0.697
-0.628 -0.552 -0.030
0.189 0.041 -0.257
-0.313 -0.960 0.126
-0.407 0.273 -0.154
0.228 0.358 1.479
0.382 -0.217 -0.059
0.341 0.626 0.099
-0.353 0.923 -0.565
-0.190 0.479 0.477
0.398 -0.663 -0.085
0.516 -0.310 0.018
0.028 0.186 0.244
-0.347 0.206 0.572
-0.321 0.773 0.335
0.181 0.080 0.250
0.563 2.162 2.133
-1.058 0.359 -0.283

---

- charge of number 4 (C17H21IN5ORuS2Te)?
  +3

---

- What is the charge in the first record?
  0

---

- Which value of energy does entry 5 give?
  -2258.1769 hartree